Entry 1:
{
  "formula": "C6H10N2",
  "method": "ωB97M-V/def2-TZVPD",
  "spin_multiplicity": 1,
  "homo_lumo_gap_ev": [7.50, 7.98],
  "e_above_lowest_kcal_mol": 179.9,
  "lumo_ev": [0.2, 0.5],
  "symbols": ["C", "N", "C", "C", "C", "C", "C", "N", "H", "H", "H", "H", "H", "H", "H", "H", "H", "H"],
  "coordinates": [[-0.51629, 1.56372, -0.86926], [0.14343, 0.30890, -0.50977], [0.34299, -0.08036, 0.67927], [2.21073, 0.52395, -0.91596], [-1.77155, -0.52485, 0.82621], [0.99767, -0.57283, 1.70589], [-2.20283, -1.72188, 0.48760], [2.64006, 0.01405, -1.96700], [1.94227, -0.51158, -2.50017], [2.85211, 1.16892, -0.29680], [-2.34323, 0.24216, 1.34189], [-0.68047, 2.20958, -0.00322], [0.10122, 2.09212, -1.59856], [-1.45930, 1.32313, -1.35921], [2.06947, -0.45817, 1.79526], [0.45230, -1.07008, 2.49738], [-1.57604, -2.42520, -0.05708], [-3.20253, -2.08159, 0.74350]]
}

Entry 2:
{
  "formula": "C13H30CeN2O2P2",
  "method": "ωB97M-V/def2-TZVPD",
  "spin_multiplicity": 3,
  "homo_lumo_gap_ev": [7.61, 4.38],
  "total_charge": 2,
  "s_squared": 2.0380,
  "lumo_ev": [-6.4, -9.7],
  "symbols": ["Ce", "P", "P", "N", "N", "H", "H", "H", "C", "H", "C", "H", "H", "C", "C", "C", "C", "H", "H", "H", "H", "H", "H", "H", "C", "C", "C", "O", "H", "H", "H", "H", "H", "H", "H", "C", "C", "O", "C", "C", "H", "H", "H", "H", "H", "H", "H", "H", "H", "H"],
  "coordinates": [[0.11526, 0.02104, 0.27676], [2.02578, 2.12676, 0.04668], [0.87720, -2.41898, 1.39127], [-0.84509, 1.27351, -1.47324], [-1.58243, -1.24252, -0.54003], [-2.80234, 1.28740, -2.46369], [-3.54422, -0.80987, -1.37176], [-2.84811, 1.32550, -0.67729], [-2.28979, 0.90522, -1.55582], [-2.27435, -1.04832, -2.59802], [-2.47252, -0.62918, -1.57394], [-0.94293, 3.34332, -1.92046], [-2.35390, -3.23186, -0.35627], [-0.35363, 2.54147, -1.46059], [-1.55974, -2.53039, -0.07804], [0.92087, 3.00678, -1.04763], [-0.63315, -3.15293, 0.78202], [1.06310, 4.07421, -1.25318], [-0.92895, -4.17345, 1.08222], [2.14224, -3.08086, 1.15745], [0.96450, -2.33691, 2.84158], [3.30951, 1.83285, -0.53674], [2.42991, 2.75322, 1.30985], [-0.09810, -2.26356, -2.39164], [0.83904, -1.79131, -2.72123], [2.00801, -2.63040, -2.25800], [0.77460, -1.45723, -4.17663], [1.02697, -0.51320, -1.94601], [2.00476, -3.58384, -2.81649], [2.95233, -2.13026, -2.48096], [1.97989, -2.86290, -1.19457], [-0.09343, -0.83130, -4.41793], [1.69912, -0.95534, -4.51901], [0.67842, -2.39051, -4.74814], [0.40343, 0.20287, -2.27673], [-2.22278, 3.00404, 2.93248], [-1.01473, 2.25767, 2.41793], [-1.33406, 0.87324, 1.98317], [-1.88053, -0.07569, 3.00337], [-1.05775, -0.03644, 4.26654], [-2.99486, 3.11080, 2.15513], [-1.93432, 4.02320, 3.21896], [-2.64787, 2.54407, 3.82996], [-0.57009, 2.73686, 1.54411], [-0.26586, 2.15092, 3.19898], [-2.92660, 0.18867, 3.20640], [-1.86329, -1.02914, 2.49873], [-1.17107, 0.89454, 4.82168], [-1.39897, -0.83899, 4.92696], [0.00460, -0.21784, 4.04514]]
}

Entry 3:
{
  "formula": "C26H76Cu3N2O15P",
  "method": "ωB97M-V/def2-TZVPD",
  "spin_multiplicity": 1,
  "homo_lumo_gap_ev": 8.50,
  "e_above_lowest_kcal_mol": 27.7,
  "lumo_ev": 0.0,
  "symbols": ["Cu", "Cu", "Cu", "P", "O", "O", "O", "O", "C", "C", "O", "H", "H", "H", "H", "H", "H", "C", "C", "O", "H", "H", "H", "H", "H", "H", "C", "C", "O", "H", "H", "H", "H", "H", "H", "C", "C", "O", "H", "H", "H", "H", "H", "H", "C", "C", "O", "H", "H", "H", "H", "H", "H", "C", "C", "O", "H", "H", "H", "H", "H", "H", "C", "C", "O", "H", "H", "H", "H", "H", "H", "C", "C", "O", "H", "H", "H", "H", "H", "H", "C", "C", "O", "H", "H", "H", "H", "H", "H", "C", "C", "C", "O", "C", "N", "H", "H", "H", "H", "H", "H", "H", "H", "H", "H", "H", "C", "C", "C", "O", "C", "N", "H", "H", "H", "H", "H", "H", "H", "H", "H", "H", "H"],
  "coordinates": [[1.25121, -3.02299, 1.09656], [-2.09077, 0.44416, 1.63414], [0.09197, -0.84425, -2.25330], [0.02744, -0.60685, 0.53285], [0.09716, 0.93128, 0.69639], [-0.19842, -1.30788, 1.87718], [1.24493, -1.21626, -0.17945], [-1.21284, -0.77171, -0.35361], [4.84050, 1.16836, -1.09202], [3.35007, 1.48042, -0.78711], [3.02926, 0.88922, 0.45195], [4.97011, 1.32788, -2.16331], [5.13483, 0.17343, -0.76881], [5.47373, 1.85213, -0.52630], [2.66328, 1.16265, -1.58253], [3.16425, 2.56313, -0.77637], [2.13604, 0.49163, 0.38017], [0.59010, 5.74611, -0.67775], [0.90073, 4.45804, 0.07779], [0.34231, 3.33995, -0.57773], [0.90009, 6.60882, -0.08287], [-0.49308, 5.85016, -0.76801], [1.06329, 5.88926, -1.64879], [0.37163, 4.51220, 1.03144], [1.98072, 4.43053, 0.24813], [0.38017, 2.48459, -0.10709], [2.83938, -1.33905, 4.76979], [1.96243, -0.27065, 4.13532], [0.59200, -0.62699, 4.30762], [3.85828, -0.96520, 4.89087], [2.86880, -2.23289, 4.13999], [2.41260, -1.70014, 5.70496], [2.13592, -0.18110, 3.05526], [2.11804, 0.74046, 4.51382], [0.29367, -1.12514, 3.51580], [-0.69647, -4.21369, 4.31645], [-1.59369, -4.09580, 3.10238], [-0.84885, -3.81665, 1.91960], [0.08728, -3.45368, 4.32519], [-0.19073, -5.17512, 4.43766], [-1.22771, -4.09178, 5.26430], [-2.30099, -3.28056, 3.28401], [-2.23067, -4.96984, 2.96702], [-0.84412, -2.84131, 1.81742], [5.60129, -3.19792, 2.29603], [4.94107, -2.03508, 1.57037], [3.60414, -2.35375, 1.21818], [5.73153, -4.11276, 1.71647], [5.12622, -3.44012, 3.24717], [6.62681, -2.93116, 2.56884], [5.56026, -1.72144, 0.72682], [4.92598, -1.18069, 2.25578], [3.28511, -1.63938, 0.63845], [-5.42426, -2.61061, -0.26852], [-4.09941, -2.44756, 0.40766], [-3.07932, -2.52781, -0.57682], [-5.57234, -3.54626, -0.81114], [-5.51022, -1.85100, -1.04833], [-6.21654, -2.52597, 0.47947], [-3.98419, -3.16582, 1.22793], [-3.96993, -1.44600, 0.84638], [-2.35543, -1.85671, -0.43820], [0.31868, 1.49874, -5.06046], [0.84784, 2.07463, -3.79664], [0.07059, 1.58531, -2.69448], [0.74493, 1.95570, -5.96235], [-0.71556, 1.80701, -5.24677], [0.38755, 0.42613, -5.24740], [0.82443, 3.16996, -3.85505], [1.89918, 1.89248, -3.53918], [0.33260, 2.18017, -1.96234], [2.67210, -2.68854, -4.62722], [2.96880, -2.16833, -3.25336], [1.98242, -2.72098, -2.36099], [1.73505, -2.29834, -5.03914], [2.57481, -3.77240, -4.65032], [3.41772, -2.34788, -5.34939], [2.86436, -1.09113, -3.08453], [3.91896, -2.62472, -2.94702], [2.01650, -2.23240, -1.52515], [-3.20705, 3.09882, 0.09316], [-3.11835, 2.27012, -1.14476], [-3.19949, 0.86614, -0.80978], [-2.41229, 2.95816, 0.82835], [-4.13543, 2.77737, 0.57843], [-3.32593, 4.15652, -0.14974], [-2.20367, 2.43849, -1.71601], [-3.99235, 2.49699, -1.75737], [-2.29681, 0.49351, -0.76954], [-1.17863, 3.55891, 4.94592], [-0.56372, 3.40253, 3.54039], [0.96029, 3.51057, 3.57497], [1.37623, 4.85646, 3.80980], [2.71525, 5.10830, 3.52202], [-0.92168, 2.13023, 2.94958], [-1.02691, 2.59433, 5.43695], [-2.26217, 3.62052, 4.84563], [-0.71601, 4.41115, 5.43458], [-0.88967, 4.21385, 2.88040], [1.40099, 3.20525, 2.62254], [1.29763, 2.95707, 4.46043], [2.90887, 6.17629, 3.60165], [3.06161, 4.74231, 2.54716], [3.37920, 4.60193, 4.23840], [-0.55644, 2.02419, 2.00224], [-0.34643, 1.42300, 3.42206], [-2.72544, -3.36145, -3.74906], [-2.72231, -1.91965, -4.30978], [-4.13587, -1.31719, -4.35195], [-5.00711, -2.09390, -5.18173], [-5.84287, -3.05836, -4.55012], [-1.97682, -1.12803, -3.32170], [-1.71267, -3.57728, -3.40786], [-2.81956, -4.08480, -4.56263], [-3.51459, -3.41144, -3.00853], [-2.24028, -1.75706, -5.27461], [-4.19328, -0.36751, -4.89169], [-4.50615, -1.15304, -3.33471], [-6.77791, -3.05131, -5.11028], [-6.06080, -2.76761, -3.51945], [-5.32266, -4.01669, -4.60180], [-2.32335, -1.34677, -2.38818], [-2.16097, -0.13119, -3.42713]]
}

Number 1: molecular weight 110.16 g mol⁻¹, strongest force on any atom 5.98 eV/A. Number 2: molecular weight 448.46 g mol⁻¹, strongest force on any atom 2.64 eV/A. Number 3: molecular weight 878.51 g mol⁻¹, strongest force on any atom 2.08 eV/A.